Record 1
DFT (ωB97M-V with the def2-TZVPD basis set) results for a gas-phase ion, C4H11N2S (charge +1) in a non-equilibrium geometry.

```
! wB97M-V def2-TZVPD RIJCOSX def2/J DEFGRID3
* xyz 1 1
C -1.66 -1.23 -1.05
C -0.76 -0.36 -0.65
N -0.11 0.70 -1.28
C -0.11 2.01 -0.68
N -0.21 -0.61 0.92
C 1.09 -1.38 0.85
S 1.77 -1.52 2.61
H -2.05 -1.95 -0.43
H -2.05 -1.32 -2.00
H -0.29 0.69 -2.30
H 0.88 2.17 -0.20
H -0.01 2.72 -1.51
H -1.02 2.10 -0.12
H -0.83 -1.13 1.52
H -0.13 0.29 1.32
H 0.94 -2.39 0.27
H 1.74 -0.71 0.35
H 2.24 -2.73 2.60
*
```

Summary:
SMILES string   C=C(NC)[NH2+]CS
HOMO   -0.48686 Eh
Frontier orbital gap   10.11 eV
ΔE to the lowest compared entry with this formula, charge and spin   2.396 eV
Max |F|   3.32 eV/Å

Record 2
DFT (ωB97M-V with the def2-TZVPD basis set) results for a single C6H12N2O molecule in a non-equilibrium geometry.

```
! wB97M-V def2-TZVPD RIJCOSX def2/J DEFGRID3
* xyz 0 1
C 2.10 -0.17 -0.79
N 1.16 0.71 -0.11
C 0.98 2.01 -0.71
C 0.04 0.12 0.53
C -1.17 -0.27 -0.28
N -1.04 -1.28 -1.16
O -2.35 -0.05 0.06
C 0.33 -0.76 1.73
C -0.25 0.60 1.94
H 3.09 0.31 -0.83
H 2.19 -1.11 -0.23
H 1.82 -0.42 -1.83
H 0.56 1.99 -1.74
H 0.31 2.62 -0.09
H 1.95 2.53 -0.78
H -0.46 -1.11 -1.97
H -2.02 -1.77 -1.16
H -0.31 -1.63 1.88
H 1.39 -0.90 1.96
H 0.41 1.39 2.31
H -1.29 0.67 2.25
*
```

Summary:
SMILES string   CN(C)C1(C(N)=O)CC1
HOMO   -0.31172 Eh
Frontier orbital gap   9.34 eV
ΔE to the lowest compared entry with this formula, charge and spin   1.802 eV
Max |F|   3.77 eV/Å

Record 3
DFT (ωB97M-V with the def2-TZVPD basis set) results for a molecular structure, C8H6Cl3O2Y.

```
! wB97M-V def2-TZVPD RIJCOSX def2/J DEFGRID3
* xyz 2 1
Y 0.04 -0.07 0.22
C -0.44 1.52 -1.98
C -1.32 0.43 -2.09
C -0.81 -0.87 -2.24
C 0.57 -1.08 -2.25
C 1.45 0.01 -2.12
C 0.94 1.31 -2.00
H -0.84 2.53 -1.88
H -2.39 0.59 -2.08
H -1.49 -1.71 -2.34
H 0.97 -2.08 -2.36
H 2.52 -0.15 -2.13
H 1.62 2.15 -1.92
Cl -1.28 0.79 4.76
C -0.14 -0.44 4.22
Cl 1.50 -0.10 4.74
Cl -0.65 -2.04 4.69
C -0.10 -0.31 2.69
O -0.35 -1.30 1.91
O 0.22 0.81 2.14
*
```

Summary:
HOMO   -0.61974 Eh
Frontier orbital gap   7.22 eV
Max |F|   0.31 eV/Å

Record 4
DFT (ωB97M-V with the def2-TZVPD basis set) results for 2 unconnected molecules or ions with the total composition C2H4NO2S in a non-equilibrium geometry.

```
! wB97M-V def2-TZVPD RIJCOSX def2/J DEFGRID3
* xyz -1 1
C 0.32 1.15 0.98
C -0.99 1.08 1.00
N -1.09 -1.81 -1.27
O 0.93 -1.14 -2.84
O 1.39 -1.90 -0.54
S 0.36 -1.63 -1.53
H 0.96 1.99 1.51
H 0.89 0.35 0.43
H -1.24 0.10 0.66
H -1.53 1.80 1.61
*
```

Summary:
HOMO   -0.15180 Eh
Frontier orbital gap   8.18 eV
ΔE to the lowest compared entry with this formula, charge and spin   3.030 eV
Max |F|   3.81 eV/Å

Record 5
DFT (ωB97M-V with the def2-TZVPD basis set) results for a single C2H2O3 molecule in a non-equilibrium geometry.

```
! wB97M-V def2-TZVPD RIJCOSX def2/J DEFGRID3
* xyz 0 3
C -0.95 -0.63 0.15
C 0.06 0.18 0.63
O -2.23 -0.59 -0.24
O 2.35 0.51 -0.08
O 1.23 0.26 1.00
H -2.68 0.30 -0.57
H 2.22 -0.05 -0.89
*
```

Summary:
HOMO (spin up / spin down)   -0.26990 / -0.33634 Eh
Frontier orbital gap (spin up / spin down)   6.63 / 6.38 eV
ΔE to the lowest compared entry with this formula, charge and spin   6.000 eV
Max |F|   7.83 eV/Å

Record 6
DFT (ωB97M-V with the def2-TZVPD basis set) results for a single C4H9N3 molecule in a non-equilibrium geometry.

```
! wB97M-V def2-TZVPD RIJCOSX def2/J DEFGRID3
* xyz 0 1
C -1.88 -2.39 0.11
C -1.31 -1.02 0.38
C -0.43 -0.11 -0.18
N 0.44 -0.18 -1.18
C 1.36 0.84 -1.62
N -0.38 0.84 0.75
N 1.03 1.31 1.12
H -1.68 -2.65 -0.99
H -2.55 -3.02 0.58
H -1.33 -0.55 1.43
H 2.33 0.48 -1.35
H 1.39 2.06 -1.13
H 1.18 1.01 -2.77
H -0.73 0.33 1.76
H 1.13 2.41 1.28
H 1.42 0.63 1.80
*
```

Summary:
SMILES string   C=C/C(=N/C)NN
HOMO   -0.31590 Eh
Frontier orbital gap   8.46 eV
ΔE to the lowest compared entry with this formula, charge and spin   7.619 eV
Max |F|   10.69 eV/Å

Calculated values (Eh) of total energy for the records, taken in order: -666.37997 -420.51767 -1877.27183 -681.97675 -302.78123 -321.81037.